# 1
Here is a molecular structure, C17H22Cl3N4O4Rh at a distorted geometry from the OMol25 dataset. Energies are from ωB97M-V/def2-TZVPD.

Summary:
Multiplicity = 5
Lowest unoccupied orbital energy (alpha / beta) = -4.9 / -8.0 eV
⟨S²⟩ = 6.04
E_tot = -2671.50088 Eh
Total charge = +2
Orbital gap (alpha / beta) = 9.3 / 6.5 eV
Strongest force on any atom = 4.3 eV/Å
Relative energy (zero: lowest compared OMol25 entry of this formula, charge and spin) = 1.733 eV

Cartesian coordinates (Å):
Rh: -14.12 7.97 -3.89
Cl: -12.72 15.23 -4.16
Cl: -14.99 10.41 -3.00
Cl: -9.84 10.77 -4.50
O: -15.98 6.89 -3.41
O: -12.44 9.54 -3.88
O: -13.51 8.09 -5.93
O: -16.04 8.31 -5.46
N: -12.80 6.69 -2.61
N: -11.09 5.94 -1.47
N: -13.61 8.47 -8.16
N: -18.17 6.55 -3.20
C: -11.63 6.99 -2.22
C: -13.73 12.81 -3.47
C: -17.33 7.84 -5.16
C: -19.45 6.80 -3.73
C: -12.46 10.83 -3.76
C: -11.36 12.97 -4.29
C: -13.02 5.41 -2.17
C: -14.16 8.29 -6.96
C: -17.92 5.77 -1.91
C: -12.60 13.58 -3.98
C: -11.30 11.61 -4.14
C: -17.14 7.05 -3.85
C: -14.49 8.58 -9.36
C: -12.18 8.11 -8.35
C: -13.64 11.49 -3.42
C: -11.97 4.88 -1.49
C: -15.70 8.30 -6.82
H: -20.13 6.00 -3.36
H: -16.89 5.49 -1.82
H: -16.08 7.39 -7.26
H: -19.89 7.72 -3.30
H: -14.63 13.33 -3.31
H: -11.14 7.88 -2.32
H: -17.76 7.20 -5.96
H: -14.02 5.07 -2.29
H: -10.48 13.44 -4.66
H: -18.05 8.59 -4.94
H: -16.10 9.14 -7.33
H: -10.09 5.91 -1.35
H: -19.52 6.82 -4.82
H: -12.10 6.97 -8.45
H: -11.78 3.95 -0.85
H: -11.89 8.67 -9.25
H: -18.57 4.88 -1.98
H: -14.02 9.28 -10.05
H: -11.57 8.55 -7.47
H: -18.33 6.37 -1.14
H: -15.42 8.96 -9.06
H: -14.74 7.62 -9.74

***

# 2
Here is a single C23H23NO2 molecule from the OMol25 dataset. Energies are from ωB97M-V/def2-TZVPD.

Summary:
Lowest unoccupied orbital energy = 0.5 eV
SMILES = C[C@@H](O)c1cccc(NC(=O)CC(c2ccccc2)c2ccccc2)c1
E_tot = -1095.51368 Eh
Orbital gap = 9.0 eV
Strongest force on any atom = 0.5 eV/Å
Relative energy (zero: lowest compared OMol25 entry of this formula, charge and spin) = 0.139 eV

Cartesian coordinates (Å):
O: 4.48 -1.53 -2.17
O: 0.05 1.21 2.62
N: 0.88 -0.22 1.06
C: 4.36 -0.23 -0.12
C: -1.93 -0.41 0.20
C: 4.90 0.83 0.60
C: 5.21 -1.05 -1.06
C: -1.69 0.96 -1.87
C: 3.02 -0.55 0.06
C: -1.70 3.36 -1.87
C: -1.63 2.16 -2.56
C: 4.10 1.55 1.47
C: -4.41 -0.08 0.54
C: -0.10 0.30 1.84
C: -3.36 -0.90 0.16
C: 2.77 1.23 1.64
C: -1.44 -0.39 1.66
C: -1.91 2.14 0.19
C: -1.83 0.94 -0.49
C: 5.76 -2.28 -0.32
C: -3.64 -2.21 -0.23
C: 2.22 0.17 0.93
C: -1.84 3.34 -0.49
C: -5.99 -1.85 0.14
C: -5.72 -0.55 0.53
C: -4.95 -2.68 -0.25
H: -1.36 -1.42 2.01
H: -2.84 -2.86 -0.53
H: -7.00 -2.21 0.13
H: 4.94 -2.89 0.04
H: -1.33 -1.12 -0.38
H: -1.64 0.03 -2.42
H: 4.09 -0.78 -2.63
H: 0.63 -1.00 0.46
H: -4.21 0.94 0.84
H: -5.15 -3.69 -0.56
H: -1.52 2.16 -3.64
H: 2.60 -1.38 -0.50
H: 5.94 1.09 0.47
H: -2.17 0.11 2.29
H: 4.53 2.38 2.02
H: -2.01 2.16 1.27
H: 2.15 1.80 2.32
H: -1.64 4.29 -2.40
H: 6.37 -2.87 -1.00
H: -6.52 0.11 0.83
H: -1.89 4.27 0.05
H: 6.36 -1.96 0.53
H: 6.05 -0.44 -1.41

***

# 3
Here is 2 unconnected molecules or ions with the total composition C3H8NO2S at a distorted geometry from the OMol25 dataset. Energies are from ωB97M-V/def2-TZVPD.

Summary:
Lowest unoccupied orbital energy = 3.9 eV
E_tot = -722.54767 Eh
Total charge = -1
Orbital gap = 7.1 eV
Strongest force on any atom = 3.4 eV/Å
Relative energy (zero: lowest compared OMol25 entry of this formula, charge and spin) = 2.296 eV

Cartesian coordinates (Å):
S: 0.27 0.22 2.01
O: -1.35 -1.20 -0.53
O: 1.58 -2.87 1.13
N: -0.43 1.19 -1.85
C: 0.71 0.88 0.39
C: -0.53 1.12 -0.43
C: -1.47 -0.15 0.05
H: -2.22 0.23 0.76
H: 1.25 -0.01 -0.05
H: 0.95 -2.31 0.63
H: -1.01 2.01 0.02
H: 0.31 0.61 -2.25
H: 1.75 -2.27 1.90
H: 1.48 1.68 0.50
H: -1.29 0.89 -2.27

***

# 4
Here is a molecular structure, C16H34GdGeO10Se at a distorted geometry from the OMol25 dataset. Energies are from ωB97M-V/def2-TZVPD.

Summary:
Multiplicity = 8
Lowest unoccupied orbital energy (alpha / beta) = 2.5 / 2.4 eV
⟨S²⟩ = 15.79
E_tot = -6626.08505 Eh
Total charge = -1
Orbital gap (alpha / beta) = 2.8 / 6.2 eV
Strongest force on any atom = 3.5 eV/Å
Relative energy (zero: lowest compared OMol25 entry of this formula, charge and spin) = 4.069 eV

Cartesian coordinates (Å):
Gd: -0.40 -0.93 -1.20
Se: -2.31 -2.09 -2.63
Ge: -3.10 -0.61 1.89
O: 0.88 2.85 -1.04
O: -0.70 -2.43 -2.89
O: 2.47 -0.11 2.03
O: 1.42 -2.02 -0.02
O: 0.24 0.77 -2.83
O: -2.45 -2.24 -0.96
O: -2.30 -0.43 -2.68
O: 1.82 -1.16 -2.38
O: -3.32 -2.73 -3.74
O: 1.17 2.13 1.83
C: 2.69 -1.54 2.05
C: -4.19 0.67 0.60
C: 2.16 2.00 2.82
C: 0.34 3.16 -2.34
C: 2.16 0.56 3.30
C: -3.65 -2.54 2.27
C: 1.24 0.62 -3.86
C: 0.17 3.36 0.14
C: -3.22 0.20 3.72
C: -1.25 -0.51 1.07
C: 1.65 -0.88 -3.85
C: 2.56 -2.33 -2.18
C: -0.50 2.04 -2.88
C: 1.19 3.44 1.29
C: 1.50 -2.29 1.46
C: 2.22 -2.92 -0.80
H: 1.34 3.15 -2.91
H: -5.05 0.06 0.27
H: -0.15 4.43 -0.08
H: 2.54 -1.00 -4.43
H: 3.00 0.32 3.98
H: 1.93 2.64 3.68
H: -0.72 0.34 1.55
H: -4.56 1.58 1.08
H: 0.81 -1.59 -4.10
H: -3.57 0.89 -0.29
H: 0.96 4.20 2.07
H: -2.45 1.01 3.73
H: -4.71 -2.48 2.63
H: -0.82 2.23 -3.89
H: -3.63 -3.00 1.27
H: 2.88 -1.90 3.07
H: 3.19 -3.14 -0.35
H: -4.20 0.63 3.96
H: -2.92 -2.98 3.03
H: 3.61 -1.72 1.48
H: 2.13 1.23 -3.67
H: 3.17 2.17 2.36
H: 3.60 -2.08 -2.12
H: -0.77 2.79 0.41
H: 0.52 -1.89 1.79
H: -1.41 1.82 -2.27
H: 1.51 -3.36 1.59
H: 1.20 0.24 3.76
H: 0.79 1.03 -4.79
H: 2.18 3.67 0.85
H: 2.38 -3.08 -2.99
H: -0.12 4.16 -2.48
H: -2.84 -0.57 4.42
H: 1.68 -3.87 -0.82

***

# 5
Here is a single C2H6OSi molecule at a distorted geometry from the OMol25 dataset. Energies are from ωB97M-V/def2-TZVPD.

Summary:
Lowest unoccupied orbital energy = 0.9 eV
SMILES = [SiH3][C@H]1CO1
E_tot = -444.41669 Eh
Orbital gap = 11.2 eV
Strongest force on any atom = 5.0 eV/Å
Relative energy (zero: lowest compared OMol25 entry of this formula, charge and spin) = 3.656 eV

Cartesian coordinates (Å):
Si: 1.38 -0.39 0.02
O: -1.23 -0.95 0.31
C: -1.44 0.31 -0.35
C: -0.20 0.44 0.53
H: -1.32 0.40 -1.43
H: 1.86 -1.56 0.78
H: 2.29 0.73 -0.12
H: -2.17 0.91 0.11
H: 1.10 -0.71 -1.32
H: -0.27 0.81 1.48

***

# 6
Here is 11 unconnected molecules or ions with the total composition C31H88N16O15 at a distorted geometry from the OMol25 dataset. Energies are from ωB97M-V/def2-TZVPD.

Summary:
Multiplicity = 2
Lowest unoccupied orbital energy (alpha / beta) = -2.2 / -7.4 eV
⟨S²⟩ = 0.75
E_tot = -3238.13722 Eh
Total charge = +1
Orbital gap (alpha / beta) = 8.0 / 2.7 eV
Strongest force on any atom = 9.3 eV/Å

Cartesian coordinates (Å):
O: -7.33 3.13 -0.04
O: 1.74 3.53 -3.16
O: 6.50 0.72 5.26
O: 4.81 0.29 -3.77
O: 1.21 -1.13 -2.86
O: -1.07 -0.42 2.80
O: -3.10 -5.07 -4.11
O: 2.91 5.10 2.00
O: 0.14 -0.48 -5.97
O: -3.53 1.75 -3.48
O: 1.54 1.91 0.85
O: -6.01 -2.24 3.17
O: 6.80 1.85 0.22
O: 3.91 -3.15 1.45
O: -1.18 -5.35 0.42
N: 5.46 3.59 0.69
N: -3.89 -0.07 2.25
N: 3.11 4.91 4.21
N: 2.23 0.80 -0.94
N: -0.22 4.49 -2.74
N: 1.14 -3.33 -2.66
N: 4.52 -1.01 3.41
N: 0.55 0.06 0.19
N: 0.85 3.78 -1.14
N: -3.67 1.80 -0.17
N: 7.50 3.49 1.47
N: 0.72 0.99 -4.48
N: -1.56 -3.60 -1.85
N: 2.22 3.43 3.07
N: 0.38 1.65 -6.62
N: 2.97 -2.32 -2.94
C: 3.41 -1.19 2.52
C: 6.30 2.19 5.38
C: -5.95 2.93 0.28
C: 0.86 3.94 -2.44
C: -2.45 1.49 -2.55
C: -3.21 0.76 3.36
C: 0.43 0.65 -5.69
C: -2.95 -5.84 -5.35
C: -2.60 -3.03 -2.79
C: 6.60 2.92 0.78
C: 3.49 -4.13 0.52
C: -2.98 2.37 -4.70
C: 5.38 0.13 3.01
C: -0.75 -3.97 0.40
C: -5.02 2.08 -0.62
C: 3.65 -1.82 1.18
C: 1.45 0.98 0.11
C: -2.89 0.99 -1.14
C: 4.89 1.69 -3.39
C: -5.32 -0.01 2.49
C: -6.95 -2.87 3.94
C: -8.06 1.95 0.24
C: 6.66 0.24 3.91
C: -5.78 -0.85 3.57
C: -0.65 -1.36 3.75
C: 2.76 4.57 3.05
C: -2.45 -3.83 -4.15
C: 1.72 -2.22 -2.86
C: -1.62 -3.06 -0.47
C: -1.67 0.84 3.19
C: -1.94 -5.87 1.52
H: -1.31 1.50 2.40
H: -7.78 1.63 1.24
H: 3.32 5.89 4.38
H: -2.42 1.67 -5.33
H: 7.23 -0.69 3.80
H: 0.17 -1.92 3.30
H: 1.58 -4.18 -2.99
H: 4.78 1.03 3.12
H: -6.80 -2.61 4.99
H: 2.06 2.87 3.89
H: 1.66 3.42 -0.66
H: -2.97 -3.18 -4.85
H: -1.38 -3.74 -4.33
H: -5.61 3.94 0.52
H: -3.27 0.34 4.37
H: 0.17 -3.23 -2.41
H: -6.98 -3.95 3.79
H: 2.05 0.05 -1.59
H: 5.71 0.06 -4.02
H: -2.00 2.48 -2.57
H: 1.13 1.86 -4.15
H: 5.35 2.41 4.89
H: 4.75 3.00 0.30
H: 3.40 -3.23 -3.01
H: -4.83 2.59 -1.56
H: -2.38 -5.01 2.02
H: -6.65 -0.35 4.00
H: -3.82 2.75 -5.28
H: -3.13 -5.09 -6.12
H: 2.06 2.86 2.24
H: -1.20 1.16 4.13
H: -2.66 -1.94 -2.83
H: -2.71 -6.51 1.07
H: 3.90 1.87 -2.97
H: -3.70 -6.63 -5.33
H: 0.03 3.75 -0.56
H: -3.63 1.76 3.40
H: 2.88 -0.24 2.41
H: 2.98 1.46 -1.03
H: -1.63 -4.61 -1.89
H: 3.34 -5.15 0.86
H: 2.71 -1.78 3.13
H: -1.25 -6.34 2.21
H: -5.61 1.20 -0.88
H: 3.38 -1.44 -3.22
H: 0.31 -3.83 0.19
H: -3.51 -3.38 -2.32
H: 8.30 2.97 1.81
H: 4.26 -1.28 0.46
H: 4.91 2.38 -4.24
H: -3.62 -1.03 2.42
H: 7.26 4.47 1.52
H: 3.05 4.30 5.01
H: -5.17 -0.88 4.47
H: -7.82 1.19 -0.50
H: 2.69 -1.71 0.70
H: 0.05 0.07 1.07
H: 2.56 -3.81 0.05
H: -1.95 0.74 -0.64
H: -5.77 -0.22 1.52
H: -0.82 -3.62 1.43
H: 0.21 1.32 -7.56
H: -3.81 1.31 0.71
H: 7.03 2.80 4.85
H: 5.22 4.49 1.09
H: -3.32 0.00 -1.25
H: -2.33 3.20 -4.43
H: 0.34 -0.68 -0.46
H: 0.75 0.19 -3.87
H: 5.71 1.85 -2.69
H: -9.11 2.19 0.09
H: 6.38 2.43 6.44
H: 5.62 0.12 1.95
H: -5.47 1.05 2.70
H: -7.85 -2.46 3.48
H: -1.73 0.80 -3.01
H: -0.89 4.82 -2.06
H: -1.50 -1.97 4.04
H: 0.67 2.57 -6.33
H: -1.15 -2.09 -0.36
H: -1.94 -6.23 -5.33
H: -2.66 -3.00 -0.15
H: 5.22 -1.72 3.24
H: -0.36 -0.99 4.73
H: 7.26 0.92 3.30
H: -5.84 2.72 1.35
H: 4.33 -4.07 -0.17
H: -0.42 4.57 -3.72

***

Which of these has the highest strongest force on any atom?
C31H88N16O15